This record from the OMol25 dataset describes a structure of composition C47H50IrN6O3 in a non-equilibrium geometry. The level of theory is wB97M-V/def2-TZVPD.

Calculated values
E_HOMO = -9.30 eV
Energy above the lowest of the compared OMol25 structures with the same formula, charge and spin = 14.34 kcal per mole
Kohn-Sham gap = 6.1 eV
Lowest unoccupied orbital energy = -0.1181 hartree

Structure (ORCA input):
```
! RIJCOSX wB97M-V def2-TZVPD def2/J DEFGRID3
* xyz 1 1
H 3.07 2.95 7.41
H 4.32 -0.25 -5.63
C -2.76 -1.85 -0.98
C -1.67 -4.31 -5.11
H -4.09 -3.01 -5.11
C 2.82 1.04 -4.79
N -1.82 -0.05 1.89
C -2.67 -4.20 -3.96
C -0.03 -0.09 -2.54
H -1.71 -1.05 5.62
C -1.61 3.45 3.19
C -2.89 4.02 -1.60
H 4.33 2.08 -3.61
H 0.51 -1.62 8.06
H 2.37 -2.50 5.19
H -3.35 -1.66 -0.09
H 2.34 -2.18 -0.03
H 5.16 -3.22 3.01
C 2.42 -0.87 1.65
H -1.67 -3.41 -5.74
H -4.48 4.22 -4.58
H -2.57 3.43 3.72
N 2.58 0.47 3.66
C 2.38 0.96 7.81
C -1.73 -0.77 4.57
C 3.84 2.16 -4.59
H 1.36 0.48 -6.32
O 0.36 -0.59 0.54
C 1.61 2.07 -2.79
H 3.39 3.15 -4.67
H -4.82 -3.88 -3.75
C -3.51 3.61 -2.78
H 1.52 2.22 -6.09
C 3.00 -0.61 2.90
N -1.58 3.39 0.33
H 2.78 1.33 -6.94
H -4.35 -4.76 -5.20
O 1.39 1.24 1.31
H -0.69 -2.25 -4.13
C -2.32 -3.08 -3.00
H -2.88 -6.35 -3.88
H 2.14 -2.29 8.02
C -1.28 -2.18 -3.23
N -1.72 -1.04 -1.18
C 0.65 2.00 -1.80
C -1.45 2.24 2.34
H -0.81 3.48 3.93
H 4.61 2.08 -5.36
C 1.57 -1.37 8.19
H 1.00 -0.93 -4.19
C 2.82 -1.98 0.92
H -4.26 6.63 -4.09
H 1.14 -1.62 4.31
C 2.88 1.80 5.62
C 2.52 0.57 5.06
C -2.35 3.01 -0.67
H -3.60 2.55 -2.97
C 0.92 -0.08 -3.53
H -2.00 -2.77 3.83
H -1.69 -5.72 -2.73
C -1.01 -1.17 -2.32
C 4.38 -2.57 2.63
C -3.88 5.90 -3.39
C 2.79 2.00 6.99
H -1.97 -2.06 1.47
H -3.17 7.37 -2.00
C -1.90 -1.72 3.58
C 2.07 1.28 -6.12
H 2.23 2.95 -2.84
Ir -1.25 0.57 -0.01
H 3.25 2.58 4.97
N -0.16 0.95 -1.68
C -2.77 5.38 -1.32
C -1.91 -1.33 2.26
H 2.90 -1.13 -5.11
C 2.06 -0.47 5.88
H 2.19 1.23 3.12
H -2.29 5.69 -0.40
H 1.71 -1.08 9.23
C 3.56 -0.30 -4.86
O -2.67 1.76 -0.88
H 2.33 1.10 8.88
C -3.08 -2.87 -1.85
C 3.81 -2.83 1.39
H -1.56 4.34 2.58
H 4.05 -0.52 -3.91
N -1.30 2.25 1.07
C -1.56 0.55 4.20
H -3.42 -5.55 -2.41
H -1.94 -5.15 -5.75
H 0.51 2.79 -1.07
H 0.81 -2.22 5.94
H -1.37 1.32 4.94
C 2.01 -0.27 7.27
H -0.65 -4.48 -4.75
C 1.34 0.03 1.13
H -3.93 -3.49 -1.62
H 4.12 -3.69 0.81
C 1.78 1.02 -3.68
C 3.99 -1.48 3.38
C -3.26 6.31 -2.22
C -4.00 4.54 -3.67
C -2.66 -5.53 -3.19
H 4.44 -1.27 4.34
C 1.57 -1.77 5.30
C -1.59 0.88 2.85
C -4.07 -3.94 -4.54
*
```

Atom charges from the Löwdin analysis, given in e for atoms 1 to 8:
1 H 0.104
2 H 0.092
3 C -0.076
4 C -0.058
5 H 0.095
6 C -0.555
7 N -0.025
8 C -0.557

---

This record from the OMol25 dataset describes a structure of composition C2I3O2 in a non-equilibrium geometry. The level of theory is wB97M-V/def2-TZVPD.

Calculated values
E_HOMO (alpha / beta) = -3.94 / -3.94 eV
Energy above the lowest of the compared OMol25 structures with the same formula, charge and spin = 7.81 kcal per mole
Kohn-Sham gap (alpha / beta) = 6.7 / 6.7 eV
Lowest unoccupied orbital energy (alpha / beta) = 0.1030 / 0.1030 hartree

Structure (ORCA input):
```
! RIJCOSX wB97M-V def2-TZVPD def2/J DEFGRID3
* xyz -1 1
I 1.44 -1.85 0.89
O -1.87 -1.07 -0.05
I 1.84 1.70 0.91
I 1.33 -0.02 -2.17
C -1.67 0.06 0.12
C 0.75 0.00 0.04
O -1.84 1.19 0.26
*
```

Which charges does Löwdin predict for the atoms? In e, they are:
1 I 0.434
2 O 0.108
3 I 0.378
4 I 0.296
5 C -0.616
6 C -1.726
7 O 0.125

---

This record from the OMol25 dataset describes a cluster of 2 separate species, C3H4N2 in total in a non-equilibrium geometry. The level of theory is wB97M-V/def2-TZVPD.

Calculated values
E_HOMO = -9.93 eV
Energy above the lowest of the compared OMol25 structures with the same formula, charge and spin = 33.81 kcal per mole
Kohn-Sham gap = 11.2 eV
Lowest unoccupied orbital energy = 0.0451 hartree
SMILES string = C#CC.N#N

Structure (ORCA input):
```
! RIJCOSX wB97M-V def2-TZVPD def2/J DEFGRID3
* xyz 0 1
N 0.13 -0.61 2.14
C -0.90 -0.50 -0.58
N 0.97 0.06 1.99
C 0.21 0.43 -0.72
H -0.59 -1.48 -0.49
C 1.21 1.14 -0.71
H 2.08 1.75 -0.73
H -1.34 -0.49 0.36
H -1.78 -0.29 -1.25
*
```

Atom charges from the Löwdin analysis, given in e for atoms 1 to 8:
1 N 0.046
2 C -0.144
3 N 0.057
4 C -0.218
5 H 0.051
6 C 0.071
7 H 0.019
8 H 0.012

---

Question: Which value of energy above the lowest of the compared OMol25 structures with the same formula, charge and spin does entry 2 give?
Answer: 7.81 kcal per mole

---

Question: What is the energy above the lowest of the compared OMol25 structures with the same formula, charge and spin in the second record?
Answer: 7.81 kcal per mole

---

Question: Among the records above, which one has the highest energy above the lowest of the compared OMol25 structures with the same formula, charge and spin?
Answer: C3H4N2

---

Question: Among the records above, which one has the lowest energy above the lowest of the compared OMol25 structures with the same formula, charge and spin?
Answer: C2I3O2